The following is a quantum chemistry calculation of C3H6N2O in the gas phase, from the Open Molecules 2025 dataset.

- Total charge: 0
- E_LUMO: 0.9 eV
- HOMO-LUMO gap: 9.83 eV

Each line ends with the Mulliken charge.
Geometry (Å):
1 O -0.57152 0.52819 0.36300  -0.3064
2 N 0.07431 -0.50536 1.32963  -0.5446
3 N -0.71524 0.94372 3.07186  -0.5692
4 C 0.91201 -0.27579 -1.56935  -1.0052
5 C -0.38339 0.37623 2.05733  0.6909
6 C -0.37638 -0.55096 -0.85925  -0.0663
7 H 1.75313 -0.77842 -1.08895  0.3026
8 H 1.12933 0.79532 -1.59941  0.2889
9 H -0.50670 -1.58837 -0.55555  0.3253
10 H -1.25038 -0.23859 -1.42774  0.2805
11 H -0.89083 1.93093 2.87990  0.2714
12 H 0.82566 -0.63690 -2.60147  0.3323

Atoms 1-2, force components in eV/Å:
O 0.38 -2.70 -3.93
N 0.94 -0.07 0.50



The following is a quantum chemistry calculation of C3H6N2O in the gas phase, from the Open Molecules 2025 dataset.

- Total charge: 0
- E_LUMO (alpha / beta): 0.1 / 0.3 eV
- HOMO-LUMO gap (alpha / beta): 7.73 / 8.23 eV

Each line ends with the Mulliken charge.
Geometry (Å):
1 O 0.20492 1.48775 1.59834  -0.5628
2 N 0.26886 0.13878 -0.28770  0.0822
3 N -1.22301 -0.29701 1.46394  -0.3590
4 C -0.16464 -0.94069 -1.00511  -0.7825
5 C -0.24709 0.52717 1.02190  0.4183
6 C 1.09220 0.95015 -0.95269  -0.5362
7 H -1.69322 -0.90215 0.80552  0.2369
8 H 0.97571 2.02534 -0.93190  0.2645
9 H -0.36151 -0.76046 -2.05205  0.3251
10 H -0.02560 -1.94960 -0.63205  0.3485
11 H 1.85400 0.48656 -1.56207  0.3214
12 H -1.67638 -0.05272 2.33002  0.2435

Atoms 1-2, force components in eV/Å:
O -0.14 -0.38 -0.22
N -0.34 0.01 0.44



Computed values of E (unit: eV) for the preceding records, in sequence: -8230.61307 -8233.60756.